Entry 1:
The following is a DFT calculation (the ωB97M-V functional and the def2-TZVPD basis) of the ion C18H19N3 with charge +2.

Output
charge: +2
multiplicity: 1
orbital gap: 0.2334 hartree
LUMO: -0.2801 Eh
E_HOMO: -13.97 eV

CARTESIAN COORDINATES (ANGSTROEM)
C: 5.94 -1.91 0.69
C: 4.91 -0.81 0.57
C: 4.78 0.14 1.58
C: 3.85 1.16 1.50
C: 3.03 1.24 0.38
C: 2.00 2.35 0.25
N: 0.64 1.77 0.05
C: 0.13 1.03 1.05
C: -1.11 0.43 0.93
C: -1.83 0.60 -0.25
C: -3.16 -0.06 -0.38
C: -4.31 0.64 -0.69
C: -5.51 -0.04 -0.77
N: -5.57 -1.37 -0.59
N: -6.82 -2.01 -0.61
C: -4.47 -2.07 -0.28
C: -3.25 -1.43 -0.17
C: -1.28 1.36 -1.26
C: -0.03 1.94 -1.08
C: 3.15 0.30 -0.64
C: 4.09 -0.73 -0.55
H: 5.69 -2.51 1.56
H: 5.91 -2.57 -0.17
H: 6.92 -1.48 0.84
H: 5.44 0.06 2.43
H: 3.78 1.90 2.29
H: 2.22 3.00 -0.59
H: 1.97 2.91 1.17
H: 0.72 0.92 1.94
H: -1.49 -0.13 1.76
H: -4.29 1.71 -0.83
H: -6.44 0.46 -0.97
H: -7.33 -1.69 -1.43
H: -6.66 -3.00 -0.74
H: -4.54 -3.13 -0.11
H: -2.37 -2.00 0.07
H: -1.81 1.51 -2.19
H: 0.40 2.54 -1.87
H: 2.54 0.37 -1.53
H: 4.16 -1.41 -1.38

---

Entry 2:
The following is a DFT calculation (the ωB97M-V functional and the def2-TZVPD basis) of a structure of composition C18H19N3O2S.

Output
multiplicity: 1
orbital gap: 0.2926 hartree
LUMO: -0.0212 Eh
E_HOMO: -8.54 eV
relative energy (zero: lowest compared OMol25 entry of this formula, charge and spin): 1731.65 kJ/mol

CARTESIAN COORDINATES (ANGSTROEM)
C: -3.44 2.25 4.45
C: -2.56 2.08 3.31
O: -1.34 2.37 3.72
C: -0.21 2.20 2.73
C: -0.26 1.86 1.33
C: 0.90 1.51 0.57
N: 0.82 0.97 -0.66
C: 1.58 1.02 -1.52
C: 2.93 1.30 -1.13
C: 3.21 1.79 0.26
C: 1.91 1.76 1.10
C: 2.06 2.35 2.30
C: 1.17 2.67 3.13
H: 1.06 2.81 4.27
H: 3.10 2.74 2.73
H: 4.26 1.89 0.59
C: 4.23 1.15 -1.89
N: 5.06 0.91 -2.62
S: 1.28 0.42 -3.01
C: -0.38 0.06 -3.09
H: -0.78 0.52 -2.24
C: -0.84 -1.45 -3.50
O: -1.56 -1.53 -4.47
N: -0.48 -2.39 -2.60
C: -0.06 -2.03 -1.50
C: -0.16 -3.41 -0.63
H: 0.79 -3.64 0.00
C: -0.39 -4.45 -1.84
C: -0.83 -3.69 -2.95
H: -0.58 -3.86 -3.90
H: -2.14 -3.66 -2.87
H: -0.81 -5.24 -1.73
H: 0.74 -4.72 -2.17
H: -0.98 -3.32 -0.24
H: -0.05 -1.25 -0.85
H: 1.11 -2.14 -1.49
H: -0.85 0.99 -3.97
H: -1.19 1.18 1.14
H: -2.86 2.55 2.32
H: -2.66 0.74 2.88
H: -4.36 2.01 4.23
H: -3.12 1.40 5.24
H: -3.34 3.27 4.56